Density functional theory data (wB97M-V/def2-TZVPD) for a cluster of 2 separate species, C3H6ClNO in total in a non-equilibrium geometry.

Structure (XYZ):
```
12
Properties=species:S:1:pos:R:3:mulliken_charge:R:1
C -0.451 -0.974 1.017 -0.3650
H -0.305 -0.617 2.109 0.3245
H -0.922 -1.985 0.923 0.3283
C -0.905 -0.045 0.022 -0.3603
C 0.214 1.051 0.005 0.4045
N 0.447 1.025 -1.441 -0.6732
Cl 1.327 -1.463 0.549 -0.2410
O 0.544 1.973 0.775 -0.5731
H -1.821 0.464 0.328 0.3062
H 1.410 1.537 -1.613 0.2928
H -0.746 -0.568 -1.044 0.2619
H 1.209 -0.399 -1.629 0.2943
```

Properties
HOMO, eV: -10.042
Energy relative to the best compared isomer or geometry (same formula, charge and spin), eV: 4.430
Strongest force on any atom, eV Å⁻¹: 7.0
Net charge: 0
Orbital gap, Ha: 0.35331
2S+1: 1